Density functional theory data (ωB97M-V/def2-TZVPD) for a single C5H6O3 molecule at a distorted geometry.

Summary:
- SMILES: O=C(O)C(=O)C1CC1
- E_tot: -419.70767 Ha
- Charge: 0
- Energy relative to the best compared isomer or geometry (same formula, charge and spin): 82.7 kcal per mole
- E_LUMO: -0.784 eV

Each line ends with the natural charge from an NBO analysis.
Geometry (Å):
O: 3.18 0.70 0.22  -0.63
C: 2.03 0.19 -0.14  0.68
O: 2.09 -1.03 -0.18  -0.64
C: 0.60 0.78 -0.27  0.48
O: 0.27 1.96 -0.06  -0.47
C: -0.36 -0.32 -0.07  -0.37
C: -1.39 -0.06 0.92  -0.41
C: -1.83 -0.05 -0.58  -0.39
H: 3.09 -1.24 0.06  0.54
H: 0.24 -1.22 -0.16  0.26
H: -1.84 -0.88 1.28  0.23
H: -1.51 0.94 1.08  0.25
H: -2.63 -0.75 -0.88  0.23
H: -1.94 0.98 -1.20  0.23